A cluster of 2 separate species, C15H26BN3O5P in total. Source: OMol25; level of theory: ωB97M-V with the def2-TZVPD basis set.

## Properties
- total energy (Ha) = -1493.68076
- F_max (eV/Å) = 0.95
- relative energy (zero: lowest compared OMol25 entry of this formula, charge and spin) (kcal/mol) = 0.0
- orbital gap (eV) = 8.66
- HOMO level (eV) = -12.466
- charge = +1

XYZ file:
```
51
Properties=species:S:1:pos:R:3:lowdin_charge:R:1
C 3.416 -1.887 3.842 -0.15
C 3.446 -1.585 2.328 -0.41
P 2.188 -0.383 1.800 1.06
C 2.938 0.352 0.313 -0.24
N 0.909 -1.443 1.035 -0.17
N 1.258 -2.679 0.660 0.13
C 0.328 -3.430 0.115 -0.33
N 0.693 -4.687 -0.300 0.15
C -0.987 -2.942 -0.110 0.09
C -1.316 -1.685 0.295 -0.12
C -2.686 -1.105 0.073 -0.08
C -3.554 -1.054 1.340 -0.14
O -4.629 -0.117 1.194 -0.03
C -4.296 1.186 1.408 -0.30
O -3.523 1.797 0.734 0.11
C -0.297 -0.912 0.923 -0.05
B -0.551 0.579 1.502 -0.54
C -0.122 1.861 0.742 0.01
O -1.222 0.586 2.699 0.14
H 2.550 -1.438 4.333 0.05
H 4.312 -1.497 4.322 0.07
H 3.396 -2.961 4.027 0.07
H 4.386 -1.097 2.051 0.08
H 3.396 -2.492 1.727 0.07
H 2.185 0.647 -0.421 0.03
H 3.667 -0.305 -0.166 0.06
H 3.434 1.270 0.640 0.06
H -0.072 -5.348 -0.259 0.11
H 1.464 -5.056 0.246 0.11
H -1.705 -3.583 -0.610 0.14
H -2.597 -0.111 -0.369 0.13
H -3.203 -1.726 -0.663 0.13
H -4.041 -2.019 1.479 0.14
H -2.975 -0.837 2.238 0.12
H -4.825 1.630 2.262 0.16
H 0.843 2.184 1.157 0.08
H -0.829 2.667 0.950 0.09
H 0.003 1.740 -0.334 0.05
H -0.850 1.196 3.346 0.13
O 1.984 2.852 -2.214 0.12
C 1.015 2.833 -2.917 -0.48
O -0.208 2.523 -2.416 -0.01
C -1.182 2.445 -3.476 -0.14
C -0.596 3.284 -4.608 -0.14
C 0.906 3.080 -4.406 -0.07
H -1.302 1.396 -3.756 0.13
H -2.128 2.824 -3.098 0.13
H -0.960 2.986 -5.588 0.12
H -0.849 4.333 -4.457 0.12
H 1.275 2.192 -4.923 0.13
H 1.513 3.934 -4.690 0.13
```

=====

A structure of composition C15H26F6NO3P2Zr in a non-equilibrium geometry. Source: OMol25; level of theory: ωB97M-V with the def2-TZVPD basis set.

## Properties
- total energy (Ha) = -2195.50363
- F_max (eV/Å) = 4.76
- relative energy (zero: lowest compared OMol25 entry of this formula, charge and spin) (kcal/mol) = 0.0
- orbital gap (eV) = 4.62
- HOMO level (eV) = -17.288
- charge = +3

XYZ file:
```
54
Properties=species:S:1:pos:R:3:lowdin_charge:R:1
Zr 0.749 -0.019 0.573 1.83
P -3.018 -0.770 -0.844 0.67
C -2.151 0.044 -2.251 -0.17
C -0.833 0.811 -2.344 -0.22
N 0.214 0.659 -1.481 -0.06
C 1.440 1.187 -1.796 -0.32
C 1.629 1.991 -2.901 0.03
C 0.542 2.233 -3.731 0.06
C -0.675 1.628 -3.457 0.04
C 2.623 0.867 -0.876 -0.25
P 2.961 -0.909 0.023 0.84
H -1.530 1.764 -4.124 0.16
H 2.629 2.395 -3.088 0.16
H 0.658 2.871 -4.606 0.16
H 3.530 0.743 -1.492 0.12
H 2.849 1.712 -0.195 0.13
H -2.118 -0.686 -2.994 0.10
H -2.913 0.776 -2.581 0.12
H -1.884 -5.326 -3.825 -0.02
O -1.879 -5.364 -4.744 -0.02
H -1.763 -4.446 -5.040 0.04
H -3.500 -2.093 -1.056 0.08
O -1.844 -1.870 -0.212 -0.34
H -1.622 -2.558 -0.863 0.06
C 3.584 -1.957 -1.300 -0.20
H 4.355 -1.455 -1.898 0.09
H 4.004 -2.868 -0.850 0.09
H 2.764 -2.260 -1.964 0.07
C 4.351 -0.540 1.110 -0.19
H 4.766 -1.500 1.448 0.09
H 5.130 0.030 0.588 0.10
H 4.022 0.022 1.997 0.05
C -3.091 0.164 0.689 -0.17
H -4.090 0.607 0.802 0.08
H -2.907 -0.474 1.563 0.06
H -2.381 1.003 0.681 0.05
C -4.806 -0.441 -1.338 -0.22
H -5.452 -0.957 -0.617 0.07
H -4.989 0.642 -1.307 0.05
H -4.997 -0.837 -2.342 0.07
C -0.637 0.048 4.319 0.06
C 0.414 0.958 3.697 -0.33
O 0.679 0.725 2.303 -0.32
C -0.050 2.441 3.736 -0.50
F -0.275 2.944 4.980 0.20
F 0.834 3.246 3.102 0.16
F -1.228 2.534 3.038 0.13
C 1.801 0.769 4.374 -0.49
F 1.849 1.080 5.694 0.20
F 2.168 -0.549 4.249 0.13
F 2.761 1.487 3.732 0.14
H -1.604 0.212 3.826 0.10
H -0.731 0.287 5.390 0.14
H -0.335 -1.001 4.205 0.11
```

=====

A structure of composition C15H26GeNO3SSeTi. Source: OMol25; level of theory: ωB97M-V with the def2-TZVPD basis set.

## Properties
- total energy (Ha) = -6593.18582
- F_max (eV/Å) = 0.40
- relative energy (zero: lowest compared OMol25 entry of this formula, charge and spin) (kcal/mol) = 2.8
- orbital gap (alpha / beta) (eV) = 8.50 / 8.58
- HOMO level (alpha / beta) (eV) = -15.327 / -15.289
- multiplicity = 2
- ⟨S²⟩ = 0.754
- charge = +2

XYZ file:
```
49
Properties=species:S:1:pos:R:3:lowdin_spin:R:1
Ti 0.966 0.246 0.255 0.97
O 3.427 -2.541 -1.033 0.00
C 2.852 -1.778 -0.336 0.00
O 1.691 -1.145 -0.696 -0.01
C 3.306 -1.318 1.024 0.01
C 4.385 -1.873 1.669 0.00
C 4.729 -1.373 2.921 0.01
C 3.984 -0.339 3.467 0.00
C 2.914 0.170 2.752 0.01
N 2.578 -0.308 1.548 0.01
H 4.929 -2.676 1.191 0.00
H 5.568 -1.788 3.463 0.00
H 4.223 0.072 4.437 0.00
H 2.312 0.979 3.148 0.00
C -3.283 -3.832 -0.061 0.00
Ge -3.816 -1.972 -0.142 0.00
C -4.712 -1.404 1.486 0.00
C -4.799 -1.503 -1.741 0.00
C -2.087 -0.942 -0.289 0.01
Se -1.106 -0.806 1.402 0.00
C -2.008 0.737 2.184 0.00
H -4.167 -4.465 0.010 0.00
H -2.662 -4.028 0.815 0.00
H -2.733 -4.120 -0.957 0.00
H -5.643 -1.963 1.584 0.00
H -4.966 -0.344 1.463 0.00
H -4.113 -1.622 2.371 0.00
H -5.733 -2.064 -1.775 0.00
H -4.227 -1.748 -2.636 0.00
H -5.042 -0.441 -1.752 0.00
H -2.239 0.070 -0.672 0.00
H -1.428 -1.494 -0.964 0.00
H -2.879 0.374 2.719 0.00
H -2.300 1.417 1.389 0.00
H -1.324 1.223 2.875 0.00
O 0.531 2.092 -0.178 0.00
S 0.217 3.083 -1.366 0.00
C 1.671 4.173 -1.376 0.00
C 2.558 3.765 -2.559 0.00
C 2.274 2.297 -2.853 0.00
C 0.755 2.175 -2.833 0.00
H 2.132 3.996 -0.404 0.00
H 1.312 5.200 -1.410 0.00
H 3.604 3.948 -2.320 0.00
H 2.312 4.373 -3.430 0.00
H 2.728 1.649 -2.098 0.00
H 2.666 1.986 -3.820 0.00
H 0.346 1.164 -2.794 0.00
H 0.299 2.698 -3.677 0.00
```

=====

A cluster of 4 separate species, C15H26N4O5 in total in a non-equilibrium geometry. Source: OMol25; level of theory: ωB97M-V with the def2-TZVPD basis set.

## Properties
- total energy (Ha) = -1181.96516
- F_max (eV/Å) = 13.82
- relative energy (zero: lowest compared OMol25 entry of this formula, charge and spin) (kcal/mol) = 194.4
- structure (SMILES) = O=[N+]([O-])c1ccccc1.CN(C)C=O.CN(C)C=O.CN(C)C=O
- orbital gap (eV) = 7.86
- HOMO level (eV) = -8.878

XYZ file:
```
50
Properties=species:S:1:pos:R:3:lowdin_charge:R:1
O 0.335 -1.536 -0.520 0.04
N 0.112 -0.318 -0.407 -0.36
O -0.566 0.366 -1.176 0.06
C 0.719 0.357 0.744 -0.06
C 1.917 -0.229 1.500 0.04
C 2.766 0.586 2.421 0.00
C 2.170 1.848 2.731 -0.11
C 1.137 2.470 2.173 -0.05
C 0.193 1.772 1.185 0.15
H 2.259 -1.245 1.039 0.11
H 3.613 0.220 2.951 0.09
H 2.520 2.581 3.383 0.09
H 0.987 3.358 2.429 0.01
H -0.536 2.073 0.688 -0.01
C -2.269 6.742 -0.052 -0.08
N -0.969 6.389 0.472 -0.17
C -0.199 5.300 -0.151 -0.02
C -0.483 7.111 1.512 -0.29
O 0.630 6.773 1.978 -0.03
H -2.318 7.257 -0.968 0.06
H -3.057 7.322 0.609 0.13
H -2.666 5.784 -0.360 0.07
H 0.489 4.781 0.442 0.05
H 0.446 5.726 -0.868 0.09
H -0.737 4.510 -0.596 0.08
H -0.969 8.025 1.734 0.12
C 2.671 -6.185 1.308 -0.07
N 2.671 -4.884 1.912 -0.24
C 1.432 -4.149 1.880 -0.03
C 3.817 -4.288 2.368 -0.35
O 3.887 -3.134 2.694 -0.01
H 2.570 -6.097 0.176 0.12
H 1.829 -6.732 1.354 0.04
H 3.404 -6.868 1.503 0.06
H 1.739 -3.212 2.578 0.13
H 0.629 -4.833 2.097 0.08
H 1.658 -3.778 0.765 0.14
H 4.812 -4.865 2.258 0.16
C -2.114 -1.963 -4.675 -0.03
N -3.145 -2.451 -3.755 -0.21
C -2.794 -2.599 -2.344 -0.09
C -4.450 -2.769 -4.198 -0.24
O -5.312 -3.119 -3.322 -0.07
H -2.487 -1.147 -5.078 0.03
H -1.903 -2.779 -5.512 0.15
H -1.492 -1.558 -4.090 0.01
H -1.941 -2.118 -1.911 0.01
H -2.665 -3.799 -1.978 0.14
H -3.707 -1.967 -1.657 0.16
H -4.634 -2.729 -5.264 0.12
```

=====

The molecule C15H26N6O in a non-equilibrium geometry. Source: OMol25; level of theory: ωB97M-V with the def2-TZVPD basis set.

## Properties
- total energy (Ha) = -990.81493
- F_max (eV/Å) = 6.92
- relative energy (zero: lowest compared OMol25 entry of this formula, charge and spin) (kcal/mol) = 85.8
- structure (SMILES) = CC[C@@H](c1nnnn1C1CCCC1)N1CCC(C(N)=O)CC1
- orbital gap (eV) = 9.14
- HOMO level (eV) = -8.542

XYZ file:
```
48
Properties=species:S:1:pos:R:3:lowdin_charge:R:1
C 2.918 0.718 2.341 -0.11
C 1.471 0.488 2.013 -0.21
C 1.269 -0.327 0.742 -0.21
C 0.560 -1.628 1.010 -0.22
N 1.030 -2.811 0.705 0.07
N -0.021 -3.695 0.674 -0.04
N -1.073 -3.199 1.143 0.04
N -0.836 -1.872 1.340 -0.01
C -1.898 -0.892 1.566 -0.24
C -2.523 -0.847 2.964 -0.14
C -3.794 -0.051 2.701 -0.19
C -4.235 -0.342 1.301 -0.24
C -3.236 -1.314 0.767 -0.15
N 0.426 0.496 -0.268 -0.11
C -0.211 -0.197 -1.408 -0.19
C 0.822 -0.365 -2.450 -0.13
C 1.727 0.826 -2.789 -0.24
C 2.143 1.134 -4.191 -0.54
N 3.442 0.991 -4.621 0.15
O 1.322 1.552 -4.962 0.07
C 1.195 2.051 -2.059 -0.17
C 0.949 1.844 -0.628 -0.18
H 3.523 -0.104 2.369 0.05
H 3.336 1.406 1.560 0.09
H 3.106 1.206 3.238 0.05
H 1.062 -0.010 2.942 0.13
H 1.024 1.546 1.966 0.13
H 2.183 -0.579 0.386 0.10
H -1.624 0.183 1.280 0.17
H -2.739 -1.894 3.162 0.13
H -1.936 -0.484 3.620 0.04
H -4.600 -0.262 3.472 0.13
H -3.499 1.011 2.678 0.11
H -5.187 -0.847 1.341 0.10
H -4.263 0.549 0.624 0.13
H -3.519 -2.388 1.008 0.13
H -3.146 -1.120 -0.323 0.11
H -0.450 -1.170 -1.145 0.08
H -1.139 0.338 -1.609 0.13
H 1.569 -1.142 -2.019 0.15
H 0.329 -0.821 -3.363 0.14
H 2.695 0.532 -2.344 0.13
H 3.576 0.930 -5.639 0.12
H 4.177 0.757 -3.934 0.11
H 0.265 2.337 -2.527 0.12
H 1.802 2.927 -2.234 0.13
H 1.916 1.966 -0.126 0.11
H 0.093 2.573 -0.271 0.16
```